(1)
Below is the ion C5H12NSi with charge +1 at a distorted geometry, with properties calculated with the ωB97M-V functional and the def2-TZVPD basis.

Results
Molar mass, g mol⁻¹: 114.244
Total charge: +1
Frontier orbital gap (alpha / beta), eV: 5.529 / 5.733
E_tot, hartree: -541.480536
ΔE to the lowest compared entry with this formula, charge and spin, kJ/mol: 20.47
Spin multiplicity: 3
F_max, hartree/bohr: 0.2195

Each line ends with the Löwdin charge.
Atoms and positions in Å:
C -3.00 -1.24 -0.15  -0.03
C -0.32 1.45 -1.16  -0.09
C -0.99 1.13 1.82  -0.14
C 1.66 -1.31 -1.12  -0.11
C 0.81 -1.16 0.13  -0.17
N -2.03 -0.64 -0.09  -0.07
Si -0.50 0.28 0.23  0.58
H -3.83 -1.95 -0.05  0.07
H 0.68 1.27 -1.61  0.06
H -1.21 1.25 -1.88  0.11
H -0.34 2.40 -0.62  0.06
H -0.23 0.90 2.61  0.06
H -1.13 2.20 1.50  0.06
H -1.93 0.78 2.22  0.04
H 2.28 -2.21 -0.96  0.13
H 1.04 -1.39 -1.92  0.05
H 2.43 -0.54 -1.13  0.10
H 1.48 -0.95 1.01  0.12
H 0.35 -2.24 0.30  0.16

(2)
Below is the molecule C5H12O at a distorted geometry, with properties calculated with the ωB97M-V functional and the def2-TZVPD basis.

Results
Molar mass, g mol⁻¹: 88.150
Frontier orbital gap, eV: 11.027
E_tot, hartree: -272.890267
ΔE to the lowest compared entry with this formula, charge and spin, kJ/mol: 153.31
SMILES: CC[C@@H](C)CO
F_max, hartree/bohr: 0.1093

Each line ends with the Löwdin charge.
Atoms and positions in Å:
C 0.18 1.01 1.84  -0.11
C 0.48 -0.24 1.02  -0.24
C 0.43 -0.05 -0.50  -0.40
C 0.81 -1.34 -1.24  -0.07
C -0.92 0.41 -0.99  -0.34
O -1.93 -0.47 -0.53  -0.09
H -0.86 1.33 1.74  0.07
H 0.83 1.85 1.55  0.08
H 0.36 0.83 2.91  0.07
H 1.48 -0.62 1.28  0.11
H -0.23 -1.03 1.29  0.11
H 1.14 0.74 -0.78  0.14
H 0.09 -2.13 -1.02  0.08
H 0.84 -1.19 -2.32  0.08
H 1.80 -1.68 -0.92  0.08
H -0.93 0.57 -2.08  0.12
H -1.09 1.56 -0.57  0.16
H -2.48 0.46 -0.68  0.17

(3)
Below is the molecule C5H12O, with properties calculated with the ωB97M-V functional and the def2-TZVPD basis.

Results
Molar mass, g mol⁻¹: 88.150
Frontier orbital gap, eV: 11.091
E_tot, hartree: -272.943344
ΔE to the lowest compared entry with this formula, charge and spin, kJ/mol: 13.96
SMILES: CC(C)[C@@H](C)O
F_max, hartree/bohr: 0.0069

Each line ends with the Löwdin charge.
Atoms and positions in Å:
C 0.42 -1.38 1.38  -0.08
C 0.39 -0.06 0.61  -0.40
C 1.60 0.07 -0.32  -0.07
C -0.93 0.08 -0.16  -0.43
C -1.17 1.48 -0.72  -0.05
O -0.94 -0.92 -1.18  -0.04
H -0.40 -1.44 2.10  0.08
H 0.33 -2.22 0.69  0.08
H 1.36 -1.49 1.93  0.08
H 0.41 0.76 1.34  0.13
H 1.58 1.00 -0.90  0.07
H 2.53 0.05 0.26  0.08
H 1.62 -0.77 -1.02  0.08
H -1.75 -0.14 0.54  0.14
H -2.23 1.63 -0.96  0.08
H -0.58 1.65 -1.63  0.08
H -0.89 2.24 0.01  0.08
H -1.38 -0.56 -1.96  0.09

(4)
Below is a cluster of 2 separate species, C5H12O in total at a distorted geometry, with properties calculated with the ωB97M-V functional and the def2-TZVPD basis.

Results
Molar mass, g mol⁻¹: 88.150
Frontier orbital gap, eV: 9.954
E_tot, hartree: -272.897273
ΔE to the lowest compared entry with this formula, charge and spin, kJ/mol: 134.91
SMILES: C=CO.CCC
F_max, hartree/bohr: 0.0369

Each line ends with the Löwdin charge.
Atoms and positions in Å:
C 0.20 2.86 -2.10  -0.13
C 0.31 1.33 -2.29  -0.32
C 0.85 0.67 -1.04  -0.14
H 0.38 3.41 -3.03  0.06
H 1.04 3.23 -1.50  0.06
H -0.74 3.14 -1.63  0.07
H 1.00 1.16 -3.11  0.09
H -0.68 1.02 -2.61  0.10
H 1.90 0.88 -0.87  0.07
H 0.27 1.03 -0.18  0.07
H 0.64 -0.40 -1.02  0.07
C -1.73 -2.59 2.47  0.00
C -0.53 -2.86 2.92  -0.29
O 0.41 -1.87 3.07  -0.02
H -2.50 -3.34 2.40  0.05
H -1.96 -1.57 2.17  0.06
H -0.15 -3.85 3.17  0.11
H 1.29 -2.23 3.16  0.09